Here is a molecular structure, C36H46BClIO13 from OMol25. Energies are from the ωB97M-V functional and the def2-TZVPD basis.

```
98
Properties=species:S:1:pos:R:3:forces:R:3:mulliken_charge:R:1
C 9.30810 0.72484 1.66596 -0.0552 0.0789 -0.0261 -1.202
C 9.63921 0.62720 0.17748 -0.0696 -0.1641 0.0229 -0.424
C 9.07518 -0.63536 -0.49716 0.0664 0.0244 0.0381 -0.853
C 7.77193 -0.44747 -1.27657 0.0441 0.1423 -0.0706 -0.528
C 6.66495 0.33195 -0.56689 0.0374 0.0677 -0.0122 -0.664
C 5.30204 0.21540 -1.26469 0.0790 -0.1530 -0.1423 -0.632
C 4.99644 1.34260 -2.27111 -0.0101 -0.0531 0.1252 -0.625
C 4.51411 0.89260 -3.66019 0.0963 0.0750 -0.1028 -0.908
C 3.28240 1.64842 -4.14609 -0.2406 0.0923 0.1178 -1.128
C 2.01732 1.20260 -3.41983 0.0018 0.2670 0.0778 0.380
C 0.76873 1.95030 -3.89615 0.1859 0.0182 -0.0653 -1.390
C -0.52923 1.43907 -3.33558 -0.2174 0.1023 0.2167 0.700
C -1.55220 2.21395 -2.93952 0.3791 -0.1633 0.0133 0.704
C -1.53060 3.72345 -2.95281 -0.0653 0.1455 0.0897 -1.137
O -2.47902 4.29509 -2.08961 -0.0098 0.0468 -0.0756 -0.381
C -2.07635 4.29577 -0.72508 -0.1863 -0.0395 0.0728 -0.141
C -3.31576 4.40627 0.15832 0.0660 0.0666 0.1244 -1.000
C -2.81249 1.53430 -2.50744 0.0033 0.0841 -0.0611 -0.049
O -3.90051 1.97489 -2.79126 -0.1365 0.0998 -0.0643 -0.598
C -2.63116 0.27515 -1.74292 0.0733 -0.2113 0.1691 0.553
C -3.48073 -0.10217 -0.71213 0.0185 -0.0071 -0.0761 -0.020
C -4.64757 0.72832 -0.23340 -0.0893 -0.1028 -0.0757 -0.717
C -4.62144 0.85642 1.28011 -0.0909 -0.0059 0.0512 0.033
O -3.65728 1.28157 1.84518 0.1291 0.0378 0.1183 -0.568
I -6.36639 0.26175 2.35679 0.6720 0.2205 -0.3639 0.253
C -3.21293 -1.30626 -0.06121 0.1889 -0.1161 -0.0553 -0.440
C -2.14331 -2.12077 -0.40312 -0.4887 0.2136 0.1459 0.132
C -1.78735 -3.36995 0.36211 0.3388 0.1412 -0.0878 0.359
Cl -3.21782 -4.17059 1.05583 -0.2395 -0.1705 0.0436 -0.190
C -0.75843 -3.08460 1.46430 -0.0981 0.2266 -0.0105 -0.232
C -1.28072 -2.26343 2.63806 0.0883 0.0915 -0.0810 -1.208
C -1.31372 -1.73610 -1.46092 -0.0675 0.1808 -0.1809 -0.414
O -0.30789 -2.58077 -1.79610 0.1802 -0.3262 0.1466 -0.668
C 1.04126 -2.10709 -1.73065 0.0834 0.0356 -0.3201 -0.410
C 1.93695 -3.17088 -1.11439 -0.2885 -0.2349 0.0017 -0.231
C 2.48146 -4.14955 -2.15055 -0.0134 -0.1399 0.1329 -1.460
C -1.55411 -0.53732 -2.12690 -0.0506 0.0397 0.0929 0.886
C -0.71922 -0.04720 -3.26070 -0.0497 0.0872 0.0217 -0.078
O -0.20582 -0.78060 -4.07501 0.0969 -0.1235 -0.1233 -0.617
H 9.45960 1.73526 2.04723 0.0694 0.0076 0.0131 0.329
H 9.93967 0.05211 2.24663 -0.0279 -0.0635 0.0230 0.359
H 8.27035 0.45740 1.86206 -0.0305 0.0075 0.0076 0.269
H 9.26817 1.51386 -0.33930 0.0421 0.0468 -0.0778 0.321
H 10.72414 0.62306 0.06658 0.0369 0.1367 -0.0324 0.354
H 8.93698 -1.41526 0.25708 -0.0092 0.0100 0.0780 0.392
H 9.82058 -1.02356 -1.19423 -0.0110 -0.0783 -0.0166 0.323
H 8.01077 0.06907 -2.21278 -0.0848 -0.0218 -0.0729 0.277
H 7.39093 -1.43215 -1.55606 -0.0040 -0.0525 -0.0301 0.414
H 6.95082 1.38652 -0.55062 -0.0238 0.0539 0.2412 0.291
H 6.58597 0.01359 0.47398 -0.0179 -0.1174 -0.0022 0.280
H 4.51333 0.16287 -0.51262 -0.0590 0.0571 -0.0054 0.393
H 5.27121 -0.74256 -1.79181 -0.0275 -0.0498 0.0321 0.260
H 4.24022 2.00004 -1.83699 0.0363 0.0779 0.0306 0.319
H 5.89309 1.95381 -2.38594 0.0187 0.0703 -0.0449 0.529
H 5.31984 1.02804 -4.38477 0.0402 -0.0681 0.0005 0.399
H 4.29077 -0.17640 -3.64821 -0.0480 -0.0614 -0.0149 0.355
H 3.13878 1.52014 -5.22149 0.0520 -0.0753 -0.0387 0.482
H 3.42280 2.72117 -3.97513 0.0723 0.0464 -0.0890 0.389
H 1.88805 0.13285 -3.55582 0.0218 -0.0756 0.0191 -0.067
H 2.14434 1.40759 -2.35165 -0.0426 -0.2101 0.0806 0.273
H 0.73772 1.92510 -4.98951 -0.0910 -0.0808 -0.0331 0.354
H 0.88279 2.99946 -3.61900 -0.0415 0.0406 -0.1145 0.286
H -1.73010 4.10388 -3.95573 -0.0795 -0.0005 -0.0191 0.235
H -0.52688 4.05446 -2.66566 0.0652 0.0512 -0.1028 0.483
H -1.52851 3.37532 -0.49810 0.0518 -0.0601 0.0034 0.260
H -1.40009 5.14008 -0.55353 0.1052 -0.0241 -0.0416 0.424
H -3.25242 5.26586 0.82415 -0.0014 0.0082 0.0207 0.338
H -3.45258 3.52030 0.77773 -0.0037 0.0106 -0.0543 0.063
H -4.19705 4.53845 -0.46590 -0.0182 -0.0161 -0.0766 0.326
H -5.58679 0.29225 -0.56910 -0.0254 0.0017 0.0020 0.469
H -4.60418 1.74421 -0.62483 -0.0098 -0.0103 -0.0344 0.285
H -3.85835 -1.60729 0.75499 0.0078 -0.0663 0.0218 0.588
H -1.35664 -4.07198 -0.34597 -0.0459 -0.1023 0.0642 0.338
H -0.36194 -4.03725 1.81768 0.0821 -0.0144 -0.0134 0.365
H 0.05486 -2.52613 0.98806 0.0136 -0.1599 0.0117 0.054
H -0.44336 -1.91602 3.24338 0.0000 -0.0469 0.0558 0.411
H -1.81304 -1.37450 2.29627 -0.0396 0.0099 0.0094 0.239
H -1.94567 -2.83957 3.27564 -0.0755 -0.0257 -0.0030 0.333
H 1.06563 -1.16693 -1.17517 -0.0121 0.0269 0.0916 0.387
H 1.36270 -1.91497 -2.75548 0.0705 0.1587 0.0448 0.277
H 1.33381 -3.72973 -0.39291 0.1438 0.1005 0.0890 0.035
H 2.74259 -2.69589 -0.55426 0.0950 0.0835 -0.0810 0.412
H 3.27307 -4.76985 -1.72913 0.0171 -0.0033 -0.0016 0.442
H 2.88067 -3.63311 -3.02328 0.0565 0.0471 -0.0099 0.321
H 1.69193 -4.82127 -2.48834 -0.0256 0.0444 -0.1004 0.324
B -9.55888 -0.88154 7.02430 -0.0112 0.0093 -0.0590 1.093
O -10.81960 -0.69022 6.27976 0.0035 -0.0031 0.0210 -0.547
C -10.57177 -0.47774 4.99888 0.0146 -0.0122 0.0585 0.568
O -11.36835 -0.28687 4.12865 -0.0546 0.0048 -0.0043 -0.601
C -9.03622 -0.52144 4.82235 0.1214 0.0154 -0.1106 0.607
O -8.44931 -0.36834 3.78000 -0.6537 -0.1900 0.3679 -0.699
O -8.49466 -0.75147 5.99056 -0.0148 -0.0159 0.0924 -0.539
O -9.39243 0.11197 8.09163 -0.0037 -0.0252 0.0186 -0.479
C -9.25920 -0.50212 9.26056 -0.0041 0.0524 -0.0509 0.591
O -9.11082 0.01915 10.32544 0.0053 0.0238 0.0298 -0.591
C -9.33228 -2.02569 8.99271 -0.0081 -0.0316 -0.0666 0.595
O -9.25018 -2.88974 9.81396 0.0028 -0.0327 0.0202 -0.590
O -9.50292 -2.19012 7.68691 -0.0026 0.0181 0.0259 -0.482
```
Forces are in eV/Å.

Computed properties:
DFT total energy, eV: -86003.25329
Frontier orbital gap, eV: 7.720
Total charge: -1
F_max, eV/Å: 0.795
E_HOMO, Eh: -0.2625

Here is a molecular structure, C36H46Cl3CoGeN7O2P2S2Se from OMol25. Energies are from the ωB97M-V functional and the def2-TZVPD basis.

```
101
Properties=species:S:1:pos:R:3:forces:R:3:lowdin_spin:R:1
Co 0.01578 0.13564 0.03870 0.8256 -0.0090 0.0058 2.641
N -0.15658 -1.83064 1.36645 -0.2886 0.1513 -0.1165 0.036
C -1.18108 -1.68988 2.35743 0.0528 -0.0476 -0.0100 0.004
C -0.98226 -2.10234 3.66595 -0.0124 0.0097 0.0326 0.001
C -1.97375 -1.88973 4.61185 0.0163 0.0333 0.0015 0.002
C -3.15913 -1.26326 4.25627 0.0152 0.0127 -0.0207 0.001
C -3.34920 -0.83462 2.95037 -0.0221 -0.0282 0.0277 0.003
C -2.37008 -1.04913 1.98698 0.0285 0.1189 0.0276 0.005
P -2.34037 -0.46624 0.26762 -0.4350 -0.1856 -0.3330 0.025
C -2.79571 -2.00657 -0.62438 0.0023 -0.0389 0.1242 0.003
C -3.93519 -2.72628 -0.25147 0.0382 -0.0098 0.0441 0.001
C -4.30531 -3.86641 -0.94298 -0.0055 -0.0102 -0.0299 0.000
C -3.52413 -4.31925 -2.00173 -0.0227 -0.0018 0.0119 0.000
C -2.37756 -3.63067 -2.35621 0.0262 -0.0059 0.0104 0.000
C -2.01379 -2.47473 -1.67411 0.0099 0.0455 -0.0631 0.000
C -3.75064 0.64020 -0.04564 0.0319 0.1242 0.0910 0.005
C -5.07106 0.42592 0.34916 -0.0220 -0.0374 -0.0381 0.001
C -6.06467 1.32802 0.00018 -0.0019 -0.0166 0.0019 0.000
C -5.75628 2.45342 -0.75151 0.0001 0.0069 -0.0139 0.000
C -4.45270 2.66467 -1.17204 -0.0238 0.0092 0.0234 0.000
C -3.46003 1.76314 -0.82038 0.0150 -0.0247 -0.0224 0.000
H -0.43303 -2.47043 0.62386 0.0305 -0.0686 0.0461 0.001
H 0.71147 -2.17183 1.76461 0.0048 0.0559 0.0135 0.001
H -0.04544 -2.56644 3.94481 -0.0106 -0.0441 -0.0075 0.000
H -1.81093 -2.20304 5.63435 -0.0071 -0.0291 0.0024 0.000
H -3.93101 -1.09685 4.99520 0.0054 0.0296 0.0161 0.000
H -4.25428 -0.30160 2.69654 -0.0010 0.0087 -0.0061 0.000
H -4.52649 -2.41097 0.59885 -0.0028 0.0088 0.0092 0.000
H -5.19562 -4.40821 -0.65127 0.0038 -0.0158 0.0099 0.000
H -3.81054 -5.21294 -2.54052 -0.0009 -0.0043 -0.0057 0.000
H -1.76164 -3.98033 -3.17391 -0.0011 0.0057 -0.0125 0.000
H -1.13928 -1.91700 -1.98663 -0.0156 0.0162 -0.0158 0.001
H -5.34928 -0.45538 0.90939 0.0167 -0.0023 0.0303 0.000
H -7.08485 1.14665 0.31260 -0.0066 0.0078 0.0070 0.000
H -6.53409 3.15776 -1.01567 -0.0121 -0.0129 -0.0304 0.000
H -4.20674 3.52500 -1.78101 0.0033 -0.0011 -0.0153 0.000
H -2.45331 1.90141 -1.19676 0.0200 0.0279 0.0204 0.000
C 5.32678 3.39419 -1.13274 -0.0243 0.0371 -0.0521 0.000
C 5.05302 2.10212 -1.87407 -0.0397 -0.0919 -0.0173 0.000
O 4.11679 2.29140 -2.95092 0.0534 0.1118 -0.0312 0.000
P 2.53034 2.41255 -2.55093 -0.0584 -0.0179 0.0832 0.003
S 2.41497 -0.17820 -0.06305 0.0107 -0.0123 -0.0932 0.053
S 1.84925 0.56379 -3.30275 -0.0992 0.0656 0.1438 0.016
O 2.01815 3.38534 -3.75985 0.0827 -0.0711 -0.0855 0.001
C 2.24878 4.78853 -3.60431 -0.0550 0.0287 0.0189 0.000
C 3.50383 5.22793 -4.33033 -0.0190 -0.0453 -0.0259 0.000
H 6.03119 3.21846 -0.31865 0.0105 -0.0036 0.0023 0.000
H 4.40469 3.79382 -0.70645 0.0033 -0.0108 0.0314 0.000
H 5.74696 4.14514 -1.80309 0.0153 0.0001 0.0017 0.000
H 4.68270 1.33339 -1.19225 -0.0009 -0.0173 0.0144 0.000
H 5.95931 1.72472 -2.34688 -0.0081 -0.0181 0.0270 0.000
H 2.30445 5.03999 -2.53743 -0.0001 0.0153 -0.0008 0.000
H 1.37025 5.28632 -4.01813 0.0012 0.0088 0.0313 0.000
H 4.38551 4.75947 -3.89766 0.0181 0.0038 0.0096 0.000
H 3.61067 6.31252 -4.27583 0.0022 0.0137 0.0118 0.000
H 3.44802 4.93430 -5.37826 -0.0050 0.0190 -0.0160 0.000
C -2.68008 1.68340 -5.12869 0.0103 0.0177 0.0361 0.002
N -3.69081 0.96389 -4.38118 0.0429 -0.0133 -0.0178 0.000
C -3.40583 0.07235 -3.39834 -0.2516 -0.1605 -0.0227 0.002
Se -0.18035 0.60026 -2.36285 0.1638 0.0917 -0.0143 0.113
N -4.63571 -0.39612 -3.04082 0.0091 -0.0076 -0.0149 0.000
C -5.67377 0.18475 -3.75223 -0.0013 -0.0073 0.0285 0.000
C -7.05189 0.04054 -3.72083 0.0137 0.0212 -0.0039 0.000
C -7.78864 0.81481 -4.60426 0.0146 0.0119 -0.0430 0.000
C -7.16650 1.69907 -5.49193 -0.0244 -0.0183 0.0382 0.000
C -5.78738 1.84171 -5.51954 -0.0119 -0.0028 -0.0029 0.000
C -5.05459 1.06920 -4.63101 0.0286 0.0236 -0.0015 0.000
H -1.71227 1.45189 -4.69215 -0.0093 0.0015 0.0013 0.003
H -2.85632 2.75889 -5.07044 0.0060 0.0090 -0.0002 0.000
H -2.69323 1.37780 -6.17603 0.0056 0.0113 -0.0028 0.000
H -4.74942 -1.09050 -2.32174 0.0228 -0.0061 0.0267 0.000
H -7.53281 -0.64441 -3.03495 -0.0130 -0.0121 0.0030 0.000
H -8.86701 0.72874 -4.61388 -0.0086 0.0054 0.0044 0.000
H -7.77443 2.28090 -6.17145 -0.0090 0.0082 -0.0027 0.000
H -5.30629 2.52327 -6.20818 0.0049 0.0067 -0.0053 0.000
C -1.23479 2.13767 2.08081 0.0262 0.0183 0.0395 0.000
N -1.27654 3.39839 2.79834 -0.0078 0.0310 0.0139 0.000
C -1.25973 4.48830 1.81758 0.0047 -0.0043 -0.0031 0.000
N -0.06583 4.44638 0.97247 0.0020 -0.0085 0.0217 0.002
C -0.03456 3.17657 0.26451 -0.0153 0.0565 -0.0045 0.002
N -0.03452 2.01595 1.20564 -0.2686 -0.1364 0.0875 0.036
C 1.15993 2.17392 2.09191 0.0862 0.0367 -0.0244 0.004
N 1.14301 3.43563 2.81196 -0.0033 0.0100 -0.0056 0.003
C -0.07043 3.50447 3.62284 0.0008 -0.0055 -0.0074 0.000
C 1.11252 4.52704 1.83796 0.0249 0.0126 -0.0174 0.000
H -2.12800 2.05886 1.46161 0.0002 -0.0033 -0.0095 0.000
H -1.21954 1.31258 2.79656 -0.0020 0.0059 -0.0018 0.000
H -1.28339 5.44012 2.35095 -0.0222 0.0055 -0.0127 0.000
H -2.14785 4.41130 1.18614 -0.0008 0.0041 0.0025 0.000
H 0.86132 3.10854 -0.35343 -0.0151 -0.0057 0.0027 0.000
H -0.90839 3.10225 -0.38087 0.0117 -0.0252 -0.0165 0.000
H 2.05197 2.11896 1.46903 -0.0163 -0.0229 -0.0031 0.000
H 1.16945 1.34858 2.80199 0.0022 -0.0091 -0.0010 0.000
H -0.09044 4.45621 4.15654 0.0053 -0.0114 0.0138 0.000
H -0.06144 2.68989 4.35007 -0.0036 0.0021 -0.0003 0.000
H 2.01135 4.47828 1.22055 -0.0007 0.0023 -0.0012 0.000
H 1.09811 5.47969 2.37049 0.0085 -0.0004 -0.0006 0.000
Cl 3.69162 -3.14668 1.47193 -0.0162 -0.0720 0.0117 0.003
Ge 3.35634 -1.01984 1.63152 0.0310 0.0225 -0.0369 0.016
Cl 2.31809 -0.91218 3.55220 -0.0216 0.0055 0.0609 0.000
Cl 5.27706 -0.15771 2.04713 0.0539 0.0174 0.0160 0.007
```
Forces are in eV/Å.

Computed properties:
DFT total energy, eV: -289916.09599
Frontier orbital gap (spin up / spin down), eV: 7.200 / 7.516
F_max, eV/Å: 0.826
Multiplicity: 4
E_HOMO (spin up / spin down), Eh: -0.2602 / -0.2743